# 1
The following is a quantum chemistry calculation of a molecular structure, C24H20Cl6N4O3ReSe, from the Open Molecules 2025 dataset.

Each line ends with the Löwdin charge.
Positions of all 59 atoms, in Å:
N -0.032 1.819 1.017  -0.011
H -0.467 -2.303 2.775  0.070
N 1.954 -3.361 -1.690  -0.101
C -0.462 1.342 -3.076  -0.855
C -2.443 3.315 3.474  -0.019
Cl -5.390 1.435 -1.299  0.707
O -1.979 0.210 0.069  -0.314
C 0.641 -3.169 -1.513  -0.626
C -1.411 -3.468 -2.913  -0.006
C -1.270 0.890 2.799  -0.142
N -0.737 -0.305 2.369  -0.047
Cl 0.365 2.826 -2.737  0.681
C 4.547 1.709 -1.086  -0.047
C -2.069 0.979 3.949  -0.124
C 2.960 3.353 -0.356  -0.050
H 2.672 4.390 -0.228  0.130
C -2.660 2.226 4.270  0.013
H -2.832 -0.159 5.621  0.140
N 0.028 -3.492 -2.658  -0.109
H 5.501 1.479 -1.541  0.124
H -1.756 -4.476 -3.130  0.114
C 2.178 -3.806 -2.973  0.006
H -1.501 1.407 -2.781  0.005
Cl 0.252 -0.081 -2.166  0.658
H 4.052 -0.338 -0.689  0.115
H 3.950 -3.198 -1.136  0.107
C -2.234 -0.193 4.720  0.053
H -0.331 1.060 -4.114  0.049
C -4.157 0.276 -0.896  -1.509
H -1.614 -2.818 -3.762  0.100
C 3.736 0.693 -0.619  0.015
H -2.913 4.260 3.709  0.126
Cl -3.786 -0.742 -2.323  0.647
C -1.630 -1.356 4.323  -0.001
Re -0.148 -0.238 0.349  1.220
H -1.722 -2.266 4.897  0.127
C 0.972 -3.886 -3.580  0.002
C -0.997 2.046 2.040  -0.201
C -2.820 0.988 -0.586  -0.744
Se -0.161 -2.663 0.140  0.809
H -1.421 4.112 1.739  0.135
H 3.165 -4.031 -3.336  0.143
H -1.921 -3.087 -2.034  0.041
Cl 5.181 4.294 -1.544  0.744
C 0.920 2.660 0.823  -0.013
C 2.109 2.332 0.085  -0.176
H 2.939 -4.095 0.013  0.111
O 1.736 -0.008 0.439  -0.312
C -0.909 -1.380 3.127  -0.094
Cl -4.658 -0.741 0.454  0.662
H 2.812 -2.323 -0.084  0.059
H 0.878 3.630 1.314  0.160
C 2.505 0.993 -0.048  -0.321
H -3.290 2.298 5.146  0.132
C 4.155 3.043 -0.962  -0.652
O -2.580 2.109 -0.925  0.087
C -1.592 3.235 2.351  0.029
C 2.979 -3.235 -0.651  0.005
H 0.704 -4.190 -4.576  0.146

Output
net charge	+2
LUMO energy (spin up / spin down)	-6.980 / -6.934	eV
HOMO-LUMO gap (spin up / spin down)	6.511 / 7.039	eV
E_HOMO (spin up / spin down)	-13.5 / -14.0	eV
expectation value of S²	0.759
spin multiplicity	2
energy relative to the best compared isomer or geometry (same formula, charge and spin)	0.0000	eV

***

# 2
The following is a quantum chemistry calculation of a molecular structure, C40H34O31PV2 at a distorted geometry, from the Open Molecules 2025 dataset.

Each line ends with the Löwdin charge.
Positions of all 108 atoms, in Å:
C -2.560 -0.374 2.517  -0.196
C 0.953 3.363 5.663  -0.212
C -5.321 -0.618 1.892  -0.212
O 3.208 1.658 -0.632  0.027
C 7.078 2.348 0.995  -0.145
C 4.833 3.104 0.237  0.063
H 0.670 5.194 -4.854  0.128
O 1.481 -4.065 -0.941  -0.197
C -4.992 -0.370 -4.207  -0.297
C -4.602 0.277 1.164  0.082
O 0.115 0.660 -1.711  -0.357
C 1.223 4.291 -5.067  0.086
C 5.467 0.723 -0.090  -0.258
O -2.477 -1.843 -0.988  0.077
C 6.721 1.074 0.681  0.073
H 1.237 0.887 1.580  0.011
H -6.234 -6.424 -0.658  0.118
O 1.966 5.302 -7.100  0.082
O 6.218 4.710 1.158  0.137
H -0.312 -2.787 1.745  0.059
C -3.163 0.503 1.427  -0.240
C -3.252 -1.294 3.189  0.090
C 0.122 3.308 4.651  0.085
H 3.257 1.030 -5.876  0.137
C -4.428 1.651 -2.946  0.076
H 1.774 -4.335 3.226  0.138
O 1.812 0.857 -3.758  0.069
O -2.258 1.914 -2.151  0.034
H -3.314 -1.779 -4.583  0.147
H -6.701 -1.765 1.674  0.119
C 2.144 2.509 5.739  -0.340
C 1.976 4.265 -6.185  -0.196
C 2.643 1.908 -5.741  0.095
H -6.593 2.309 -3.554  0.125
H 7.311 0.241 1.033  0.128
C 4.310 -3.200 2.755  -0.014
C -2.699 -0.053 -3.513  -0.187
H 1.591 4.244 7.296  0.113
H 1.195 0.973 -3.032  0.029
O -6.533 1.440 -3.959  0.145
C 1.533 1.584 3.505  -0.155
O 2.047 -0.636 -0.544  -0.325
C 1.817 1.937 -4.614  -0.166
H 8.194 3.523 2.146  0.101
C -3.252 -5.391 -0.341  0.085
H 2.866 5.421 -7.414  0.116
H -2.725 -1.997 3.817  0.131
C -3.584 -0.818 -4.172  0.095
H 3.529 -1.492 1.650  0.100
H 4.079 -3.719 3.686  0.070
C -4.726 -1.468 2.996  -0.265
H 4.276 -3.902 1.923  0.081
O -5.350 -6.508 -0.294  0.119
C -4.516 -3.025 -0.881  0.062
H 3.049 0.712 -0.656  0.019
H 0.456 -2.062 3.125  0.069
C -4.604 -5.385 -0.416  -0.214
V 1.840 -2.598 -0.604  1.204
O -1.382 -0.473 -3.405  0.062
H 4.078 3.870 0.134  0.138
C 1.324 -3.877 2.345  -0.202
H 0.874 -4.560 1.624  0.117
H 3.221 1.028 4.671  0.133
C 1.090 3.114 -4.111  -0.212
O -5.792 -1.179 -4.659  0.151
C -5.308 0.969 -3.677  -0.223
H 5.237 -2.644 2.898  0.079
H -0.885 0.059 -2.779  0.002
C 6.136 3.558 0.803  -0.291
C -3.009 1.240 -2.825  -0.266
O 0.074 0.508 0.564  -0.341
O 2.992 2.437 6.584  0.156
C -5.360 -4.214 -0.807  -0.322
O 0.035 -1.796 -0.634  -0.303
H -4.725 2.559 -2.442  0.135
O 0.909 2.993 -0.226  -0.200
C 2.705 3.011 -6.652  -0.326
O -1.139 -4.224 -0.267  0.065
O -5.426 -2.259 3.640  0.125
O 5.299 -0.444 -0.493  0.068
P 0.543 -0.344 -0.595  0.233
H -0.849 0.159 1.905  0.026
C 3.092 -2.245 2.306  -0.173
O -6.553 -4.244 -1.107  0.131
O 1.749 0.776 2.385  0.046
H -0.812 3.850 4.702  0.145
V -0.496 2.187 -0.506  1.225
O 3.177 2.950 -7.781  0.133
C 4.499 1.895 -0.146  -0.189
O -0.333 2.703 2.462  0.085
O -2.545 1.372 0.791  0.025
H -4.993 -2.102 -1.176  0.130
O -6.583 -0.831 1.485  0.119
C 0.388 2.536 3.428  -0.291
O -1.219 -0.251 2.690  0.069
O 2.180 -3.076 1.522  -0.277
O 0.797 4.180 6.759  0.102
H -5.079 0.925 0.443  0.132
C 2.376 1.690 4.553  0.083
H -1.529 -1.926 -0.855  0.016
C -2.377 -4.235 -0.446  -0.252
H 2.589 -1.703 3.107  0.111
C -3.179 -2.990 -0.816  -0.188
O 8.182 2.611 1.845  0.059
C 0.128 -3.017 2.715  -0.051
H -0.568 -3.487 3.409  0.098
O 0.318 3.210 -3.093  0.025
H -2.647 -6.282 -0.267  0.137

Output
net charge	+1
LUMO energy (spin up / spin down)	-4.691 / -4.397	eV
HOMO-LUMO gap (spin up / spin down)	6.941 / 7.235	eV
E_HOMO (spin up / spin down)	-11.6 / -11.6	eV
expectation value of S²	2.111
spin multiplicity	3

***

# 3
The following is a quantum chemistry calculation of 4 unconnected molecules or ions with the total composition C29H54Cl2N2O7S at a distorted geometry, from the Open Molecules 2025 dataset.

Each line ends with the Löwdin charge.
Positions of all 95 atoms, in Å:
H 3.155 0.946 5.275  0.067
H -3.616 -5.064 -0.847  0.082
Cl 0.627 2.743 -0.509  0.700
H -1.129 2.337 -3.320  0.106
C 0.540 -2.050 -0.772  -0.061
H -1.444 1.788 -0.951  0.062
C 1.039 -0.729 -1.473  -0.405
C -5.024 6.033 0.359  -0.283
C 5.425 0.701 -0.511  -0.041
O 0.842 -0.563 -5.003  0.143
C -5.560 4.127 -1.859  -0.095
C -0.642 0.704 0.692  -0.248
H -4.371 6.132 -0.516  0.107
H -3.318 -8.091 1.875  0.118
C -1.796 -5.822 0.035  -0.293
C -1.577 1.634 1.515  -0.094
C -0.195 2.123 -3.840  -0.174
H 1.299 5.477 -3.970  0.026
S 2.346 1.662 -2.888  0.880
H -6.816 6.923 1.166  0.081
C 0.863 4.534 -4.153  0.102
H 3.152 2.560 4.572  0.082
H -2.597 1.327 1.271  0.070
H -6.208 3.643 -2.590  0.080
C 0.463 3.409 -4.066  -0.205
N 1.442 -1.116 -2.813  0.111
H 5.270 -0.762 5.668  0.066
O -5.408 4.681 0.534  -0.161
H -0.497 1.756 -4.824  0.124
C 4.183 0.197 0.250  -0.370
N 0.892 -4.371 -1.378  0.114
H -5.830 8.023 0.185  0.077
H -1.037 -8.815 1.206  0.082
H -1.096 -1.352 -2.720  0.121
H 2.823 1.302 -4.103  -0.060
H 0.654 -5.024 -2.122  0.054
H -3.084 -6.588 -1.548  0.067
H 0.339 0.709 1.156  0.095
H 6.425 1.798 6.894  0.117
C 3.326 -0.589 -0.759  -0.174
C 5.686 1.287 6.276  -0.285
H -1.402 -8.487 -0.484  0.064
H 6.108 -0.113 -0.767  0.090
H 5.964 -0.600 7.280  0.076
H 5.982 1.447 0.056  0.083
O -2.419 0.305 -4.079  0.086
C -2.736 -5.635 -1.146  -0.075
C 3.407 1.516 4.380  -0.070
C -0.492 1.323 -0.714  -0.558
C -2.397 0.272 -2.905  -0.744
C 0.387 -3.254 -1.665  -0.257
C -1.308 -0.460 -2.136  -0.076
H -2.285 -9.754 0.365  0.077
H 3.651 1.061 0.645  0.144
H -7.189 4.621 -0.519  0.107
C 0.598 0.995 -3.081  -0.479
C 5.991 -0.201 6.265  -0.080
O 5.758 1.897 5.001  -0.159
H -0.890 -6.358 -0.266  0.097
H 2.248 -1.699 -2.972  0.160
H -5.358 5.140 -2.212  0.068
H -1.119 -0.272 0.708  0.096
Cl -3.751 1.084 -2.036  0.709
H -3.734 -7.735 0.212  0.106
O 1.973 -0.206 -0.552  -0.123
H 6.980 -0.384 5.842  0.080
H 5.068 1.964 3.109  0.115
H 3.681 -0.441 -1.774  0.083
C -1.845 -8.762 0.475  -0.080
H -1.761 -0.828 -1.219  0.113
H 4.710 1.481 6.736  0.106
H 2.783 1.148 3.563  0.069
H 3.424 -1.647 -0.472  0.137
C 4.875 1.387 4.014  -0.282
H -4.609 3.596 -1.828  0.019
C -6.193 6.998 0.273  -0.080
C 0.967 -0.305 -3.851  -0.505
H -1.470 -4.844 0.388  0.107
H 5.551 -0.862 1.140  0.081
H -2.229 -5.100 -1.951  0.061
C -0.025 0.380 -1.828  -0.318
H -0.375 -1.949 -0.191  0.103
C -6.213 4.122 -0.488  -0.280
O -2.399 -6.460 1.146  -0.156
H -4.415 6.284 1.228  0.118
H 1.311 -2.324 -0.052  0.125
H -0.155 -3.159 -2.613  0.111
C -2.900 -7.765 0.922  -0.282
H -6.829 6.796 -0.590  0.065
H -1.403 1.538 2.582  0.074
H -6.405 3.091 -0.187  0.116
H 5.128 0.349 3.779  0.094
H 5.083 1.165 -1.437  0.063
H -1.498 2.674 1.209  0.056
O 4.631 -0.651 1.298  -0.039

Output
net charge	0
LUMO energy	0.315	eV
HOMO-LUMO gap	9.251	eV
E_HOMO	-8.9	eV
spin multiplicity	1

***

# 4
The following is a quantum chemistry calculation of a molecular structure, C9H11Cl2F3N2O3 at a distorted geometry, from the Open Molecules 2025 dataset.

Each line ends with the Löwdin charge.
Positions of all 30 atoms, in Å:
H 2.287 0.586 2.492  0.065
N 1.355 0.317 -1.369  0.146
F 4.070 -1.105 -0.931  0.093
Cl 1.516 -2.569 -0.981  0.759
H 0.619 1.218 2.406  0.089
H -3.073 -1.595 0.219  0.061
O -0.910 -1.492 1.169  0.077
C 1.624 1.308 2.045  -0.043
C -3.166 1.101 0.221  -0.031
C -0.268 -0.986 0.273  -0.428
Cl 1.893 -2.075 1.669  0.769
C -2.420 0.122 -0.702  -0.303
H -4.098 1.411 -0.148  0.065
H 1.987 2.268 2.353  0.088
C -3.113 -1.223 -0.774  -0.046
C 1.252 -1.293 0.213  -0.977
C 0.022 0.345 -1.490  -0.509
H -2.700 2.013 0.312  0.048
H -3.346 0.696 1.241  0.100
F 4.076 -0.424 1.074  0.161
H -4.128 -1.123 -0.972  0.062
H 1.743 1.012 -1.978  0.174
C 1.980 0.004 -0.091  -0.396
F 4.198 1.025 -0.466  0.073
O -0.336 0.788 -2.565  0.088
O 1.600 1.216 0.610  -0.073
C 3.527 -0.176 -0.063  -0.504
H -2.597 0.581 -1.705  0.149
N -0.925 -0.042 -0.542  0.137
H -2.671 -1.907 -1.519  0.106

Output
net charge	0
LUMO energy	0.299	eV
HOMO-LUMO gap	10.669	eV
E_HOMO	-10.4	eV
spin multiplicity	1

***

# 5
The following is a quantum chemistry calculation of a molecular structure, C19H45I2NOP3Pr at a distorted geometry, from the Open Molecules 2025 dataset.

Each line ends with the Löwdin charge.
Positions of all 72 atoms, in Å:
H 0.659 -0.226 3.086  0.048
H -1.576 -4.362 0.177  0.066
H 4.068 1.794 1.786  0.080
H 2.583 4.710 2.679  0.078
P -0.790 -1.228 0.458  0.996
H 2.209 -2.601 2.539  0.103
C 0.902 3.174 -4.024  -0.223
H -0.839 -1.026 3.709  0.071
H -3.552 -2.374 1.388  0.084
H 0.046 1.629 2.666  0.020
C 2.446 4.448 1.630  -0.216
I 5.346 4.669 -2.097  0.068
C -3.738 -1.513 0.741  -0.084
H -3.637 0.664 2.375  0.100
C -1.143 1.393 -3.070  -0.214
H -2.695 -0.659 3.013  0.077
H 1.258 -0.588 -3.279  0.051
H 0.484 2.977 -5.011  0.077
C -0.417 -3.426 2.395  -0.081
H -1.882 0.854 2.430  0.058
H -1.498 -2.817 -3.104  0.106
P 0.601 1.701 -3.110  0.599
C 1.669 -2.200 1.668  -0.092
C 1.432 0.348 -3.828  -0.226
H 2.097 -1.237 1.403  0.030
C -2.614 -0.470 0.849  -0.575
H 1.255 -2.392 -1.451  0.063
C -2.685 0.125 2.256  -0.092
H 3.389 4.556 1.079  0.060
C 0.406 2.662 2.598  -0.206
H 1.697 5.111 1.166  0.075
H -2.112 1.420 -0.121  0.036
C -1.395 -2.024 -2.344  -0.099
H -0.189 -4.177 1.635  0.065
O 3.437 -0.320 -0.750  0.083
H -3.893 -1.811 -0.295  0.067
H -0.396 3.279 2.155  0.080
I 3.482 6.558 -2.591  0.069
C 3.125 1.742 2.350  -0.223
C -1.826 -3.814 -0.736  -0.085
H -1.378 0.465 -2.537  0.009
H -1.493 -3.363 2.586  0.083
C 2.675 0.656 -0.760  -0.120
H 2.519 0.518 -3.872  0.081
H 0.407 4.046 -3.565  0.071
H -2.376 -1.555 -2.242  0.074
H 0.736 -1.677 4.065  0.098
H -2.883 -3.536 -0.675  0.064
C -0.896 -2.625 -1.032  -0.558
H 0.490 -3.799 -2.227  0.103
H 0.673 3.039 3.584  0.082
P 1.904 2.773 1.656  0.595
H -2.995 0.273 -1.176  0.060
C -2.891 0.660 -0.157  -0.107
N 0.080 0.038 0.075  -0.304
H -1.434 1.311 -4.115  0.084
H 0.074 -3.792 3.314  0.100
C 0.517 -3.184 -1.308  -0.091
H -3.851 1.139 0.088  0.103
H 1.894 -2.894 0.844  0.066
H -1.691 2.214 -2.581  0.077
H -0.638 -1.345 -2.767  0.044
C 0.172 -2.060 2.019  -0.573
H 3.270 2.124 3.359  0.072
H 1.976 3.389 -4.096  0.066
H -1.756 -4.535 -1.561  0.099
H 2.809 0.689 2.385  0.055
H -4.688 -1.045 1.057  0.102
Pr 1.070 2.320 -0.696  0.626
C 0.156 -1.187 3.273  -0.098
H 1.024 0.276 -4.836  0.073
H 0.811 -3.882 -0.520  0.071

Output
net charge	+2
LUMO energy (spin up / spin down)	-7.187 / -7.055	eV
HOMO-LUMO gap (spin up / spin down)	5.906 / 6.150	eV
E_HOMO (spin up / spin down)	-13.1 / -13.2	eV
expectation value of S²	2.014
spin multiplicity	3

***

# 6
The following is a quantum chemistry calculation of 3 unconnected molecules or ions with the total composition C5H18N2O2 at a distorted geometry, from the Open Molecules 2025 dataset.

Each line ends with the Löwdin charge.
Positions of all 27 atoms, in Å:
H -0.707 0.548 -2.210  0.099
O -0.633 1.016 2.684  -0.035
H 0.771 -0.081 3.256  -0.071
N -0.978 1.916 -0.487  -0.147
H -1.308 1.288 2.058  0.032
C -0.594 -0.585 -0.439  -0.186
H -0.048 1.715 2.496  0.026
C -0.550 3.233 -0.904  -0.152
C 0.699 -1.391 -0.385  -0.410
O 1.446 -0.669 3.218  0.023
H -1.990 1.853 -0.649  0.110
H 1.686 -0.896 -0.110  0.148
H -0.580 3.520 -1.923  0.045
H 0.704 0.751 -1.212  0.117
H -1.491 -1.068 -0.840  0.117
H -0.412 -2.398 1.031  0.037
H 0.728 -1.562 -2.614  0.043
H 1.812 -2.832 -1.865  0.066
N 0.478 -2.370 0.673  0.015
H 0.383 3.584 -0.405  0.075
H 0.805 -3.305 0.463  0.078
H 1.396 -1.270 2.575  -0.074
H 0.198 -3.090 -1.776  0.090
C -0.409 0.753 -1.202  -0.231
H -0.929 -0.368 0.614  0.102
C 0.916 -2.194 -1.778  -0.053
H -1.392 3.900 -0.269  0.134

Output
net charge	0
LUMO energy	0.681	eV
HOMO-LUMO gap	9.815	eV
E_HOMO	-9.1	eV
spin multiplicity	1
energy relative to the best compared isomer or geometry (same formula, charge and spin)	2.1926	eV

***

It is found that the energy values, taken in the order of the records, are -6611.7426; -6106.2437; -3091.9715; -1904.7208; -3016.7174; -461.2066 hartree.